A 3-piece molecular cluster, C34H65F9IN7O10PS overall in a non-equilibrium geometry, computed with the ωB97M-V functional and the def2-TZVPD basis.

Geometry as XYZ:
```
128
Properties=species:S:1:pos:R:3:mulliken_charge:R:1
C -3.373 -10.249 0.372 -0.811
C -3.795 -9.559 -1.012 -0.390
O -4.196 -8.176 -0.740 -0.402
P -2.840 -7.172 -1.062 0.830
O -2.651 -7.109 -2.582 -0.694
C -3.320 -5.451 -0.464 -0.610
C -3.523 -4.475 -1.747 -0.692
C -2.097 -3.914 -2.288 -0.595
N -2.309 -2.537 -2.860 0.374
C -2.746 -1.396 -1.969 -0.898
C -1.683 -1.326 -0.766 -0.219
N -1.871 -0.158 0.143 0.142
C -2.881 -0.427 1.224 -0.108
C -4.244 0.373 0.820 -1.107
C -0.571 -0.044 0.892 0.217
C 0.093 -1.272 1.690 -0.838
O 0.063 1.043 0.905 -0.550
C -2.105 -2.327 -4.175 0.719
N -1.652 -3.255 -5.191 -0.303
C -1.532 -2.625 -6.471 -0.112
S -0.940 -3.361 -8.095 1.097
O -1.228 -2.461 -9.265 -0.532
O -1.530 -4.703 -8.375 -0.538
C 0.942 -3.398 -7.925 0.560
F 1.341 -2.029 -8.085 -0.286
F 1.359 -3.755 -6.619 -0.238
C 1.674 -4.214 -9.092 0.552
F 3.070 -3.928 -8.950 -0.294
F 1.336 -3.706 -10.380 -0.231
C 1.473 -5.802 -9.051 0.635
F 0.580 -6.202 -10.093 -0.248
F 0.906 -6.290 -7.855 -0.241
C 2.823 -6.633 -9.300 0.533
F 3.477 -6.274 -10.510 -0.223
F 2.459 -7.998 -9.483 -0.233
F 3.709 -6.603 -8.196 -0.214
N -1.966 -1.273 -6.255 0.274
C -2.108 -0.131 -7.211 -0.880
C -3.707 0.005 -7.506 -0.230
C -4.115 1.439 -8.096 -1.075
I -4.471 -1.509 -8.869 0.138
N -2.273 -1.125 -4.954 -0.097
O -1.441 -7.722 -0.272 -0.385
C -0.326 -6.797 -0.454 -0.207
C -0.075 -5.909 0.883 -0.522
H -4.290 -10.337 1.053 0.280
H -2.585 -9.653 0.958 0.198
H -2.909 -11.261 0.132 0.308
H -4.730 -10.087 -1.428 0.337
H -2.958 -9.568 -1.788 0.335
H -2.617 -5.009 0.321 0.184
H -4.358 -5.511 0.037 0.456
H -4.099 -4.995 -2.595 0.348
H -4.213 -3.637 -1.378 0.391
H -1.298 -3.951 -1.479 -0.082
H -1.775 -4.672 -3.096 0.574
H -3.830 -1.485 -1.637 -0.010
H -2.631 -0.403 -2.544 0.131
H -1.730 -2.276 -0.110 0.136
H -0.643 -1.245 -1.241 0.438
H -3.185 -1.528 1.312 0.137
H -2.514 -0.120 2.272 0.472
H -4.744 0.756 1.769 0.344
H -4.905 -0.409 0.292 0.265
H -3.932 1.190 0.090 0.262
H -0.713 -2.014 2.030 0.257
H 0.791 -0.947 2.526 0.367
H 0.734 -1.834 0.910 0.257
H -1.805 0.812 -6.634 0.333
H -1.495 -0.242 -8.161 0.410
H -4.208 -0.186 -6.489 0.368
H -5.184 1.356 -8.492 0.385
H -4.132 2.171 -7.215 0.328
H -3.447 1.812 -8.939 0.314
H -2.578 -0.197 -4.629 0.373
H -0.438 -6.146 -1.397 0.194
H 0.615 -7.454 -0.563 0.367
H -0.439 -4.844 0.627 -0.129
H -0.766 -6.282 1.727 0.261
H 1.027 -5.928 1.170 0.356
C -1.019 3.374 3.353 -0.458
O 0.361 3.567 3.621 -0.312
C 1.139 3.876 2.463 -1.012
C 1.567 5.344 2.455 0.349
N 0.429 6.236 2.213 -0.383
C 0.691 7.644 2.516 -0.758
C 1.131 8.011 3.942 0.142
O 0.119 7.860 4.933 -0.444
C -0.081 6.528 5.380 -0.317
H -1.472 2.915 4.234 0.237
H -1.522 4.325 3.172 0.300
H -1.168 2.706 2.498 0.031
H 0.623 3.597 1.536 0.353
H 2.041 3.260 2.529 0.384
H 2.316 5.498 1.675 0.399
H 2.035 5.548 3.424 -0.101
H -0.357 5.931 2.770 0.113
H -0.239 8.181 2.305 0.351
H 1.436 8.019 1.806 0.401
H 1.372 9.079 3.936 0.415
H 2.052 7.504 4.247 -0.237
H 0.852 5.963 5.423 0.051
H -0.810 6.028 4.739 0.171
H -0.507 6.565 6.385 0.330
C 4.679 4.360 9.635 -0.715
O 4.238 5.702 9.491 -0.313
C 5.279 6.671 9.620 -0.811
C 5.633 7.293 8.268 -0.124
N 6.318 6.335 7.398 -0.320
C 6.393 6.739 5.992 -1.060
C 5.080 7.018 5.243 -0.332
O 4.281 5.865 4.995 -0.374
C 3.507 5.428 6.101 -0.378
H 3.798 3.729 9.761 0.229
H 5.212 4.022 8.746 0.299
H 5.318 4.244 10.517 0.338
H 6.163 6.259 10.122 0.389
H 4.880 7.462 10.263 0.391
H 6.279 8.160 8.427 0.416
H 4.697 7.642 7.820 0.097
H 5.843 5.443 7.448 0.112
H 6.910 5.929 5.468 0.373
H 7.038 7.620 5.920 0.432
H 5.354 7.399 4.253 0.417
H 4.483 7.810 5.707 0.332
H 3.138 6.262 6.703 0.312
H 4.091 4.736 6.712 0.097
H 2.649 4.873 5.719 0.183
```

Results
molar mass = 1092.86 g/mol
charge = +1
gap between HOMO and LUMO = 5.220 eV
lowest unoccupied orbital energy = -4.4 eV